(1)
{"formula": "C3H2O3V", "method": "wB97M-V/def2-TZVPD", "symbols": ["C", "C", "O", "C", "O", "O", "H", "H", "V"], "positions_angstrom": [[-0.289, 0.635, -0.531], [0.639, -0.279, -0.094], [0.092, -1.641, 0.098], [0.022, -1.794, 1.297], [-0.255, -2.150, 2.348], [0.039, 1.791, -0.940], [-1.353, 0.349, -0.469], [1.722, -0.260, -0.176], [-0.617, 3.349, -1.535]], "mulliken_spin": [-0.0113, 0.0359, 0.0040, 0.0009, 0.0027, 0.0181, -0.0141, 0.0030, 3.9608], "relative_energy_kcal_mol": 66.4, "homo_lumo_gap_ev": [6.13, 9.04], "multiplicity": 5, "e_tot_ha": -1284.7932, "charge": 1, "fmax_ev_per_a": 2.99}

(2)
{"formula": "C4H6", "method": "wB97M-V/def2-TZVPD", "symbols": ["C", "C", "C", "C", "H", "H", "H", "H", "H", "H"], "positions_angstrom": [[-1.330, -0.631, 0.426], [-0.446, 0.123, -0.519], [0.630, 0.878, -0.510], [1.294, -0.059, 0.285], [-2.349, -0.698, 0.041], [-0.972, -1.638, 0.609], [-1.403, -0.123, 1.390], [1.025, 1.757, -1.016], [2.018, -0.768, -0.105], [1.083, -0.178, 1.342]], "mulliken_charge": [-0.9833, 0.1530, -0.2573, -0.6396, 0.2999, 0.3028, 0.3104, 0.3152, 0.2422, 0.2567], "relative_energy_kcal_mol": 72.9, "homo_lumo_gap_ev": 8.77, "e_tot_ha": -155.8465, "fmax_ev_per_a": 2.40}

(3)
{"formula": "C3H11NO", "method": "wB97M-V/def2-TZVPD", "symbols": ["C", "N", "C", "C", "H", "H", "H", "H", "H", "H", "H", "H", "H", "O", "H", "H"], "positions_angstrom": [[1.051, 0.904, -0.228], [0.140, -0.170, 0.110], [0.452, -0.851, 1.334], [-0.242, -1.043, -0.965], [1.370, 1.403, 0.687], [1.954, 0.526, -0.738], [0.612, 1.658, -0.879], [1.369, -1.462, 1.260], [-0.361, -1.521, 1.609], [0.583, -0.172, 2.165], [-1.291, -1.331, -0.918], [-0.055, -0.608, -1.944], [0.324, -1.978, -0.949], [-2.343, 1.420, -0.186], [-1.548, 0.961, 0.153], [-2.016, 2.265, -0.511]], "mulliken_charge": [-0.9966, 0.1642, -1.0931, -1.0115, 0.3204, 0.3685, 0.2901, 0.3509, 0.3415, 0.2987, 0.2516, 0.3719, 0.3563, -0.6877, 0.3931, 0.2816], "relative_energy_kcal_mol": 17.3, "homo_lumo_gap_ev": 9.54, "smiles": "CN(C)C.O", "e_tot_ha": -250.8692, "fmax_ev_per_a": 1.42}

(4)
{"formula": "C4H5O5Sn", "method": "wB97M-V/def2-TZVPD", "symbols": ["O", "C", "O", "O", "Sn", "C", "C", "H", "H", "H", "H", "O", "C", "O", "H"], "positions_angstrom": [[0.095, 0.150, -1.042], [-0.487, 1.239, -0.485], [-1.606, 1.599, -0.831], [0.070, 1.656, 0.581], [-2.587, 0.672, -2.111], [1.017, 0.828, 1.371], [0.478, -0.522, 1.650], [1.960, 0.807, 0.816], [1.125, 1.429, 2.282], [-0.491, -0.603, 2.143], [1.152, -1.377, 1.630], [-1.707, -1.083, -1.582], [-0.531, -1.073, -1.217], [0.286, -1.976, -1.640], [1.225, -1.744, -1.566]], "mulliken_spin": [0.0128, 0.0012, 0.0178, 0.0106, 0.0032, -0.0480, 0.8634, 0.0111, 0.0601, 0.0229, 0.0088, 0.0032, 0.0233, 0.0063, 0.0031], "homo_lumo_gap_ev": [7.27, 10.18], "multiplicity": 2, "e_tot_ha": -745.1477, "charge": 2, "fmax_ev_per_a": 7.48}

(5)
{"formula": "C15H33BrCl2F2LiMgN2NaO3PS2", "method": "wB97M-V/def2-TZVPD", "symbols": ["P", "C", "C", "C", "S", "C", "S", "N", "C", "C", "O", "C", "C", "H", "H", "H", "H", "H", "H", "H", "H", "H", "H", "H", "H", "H", "H", "H", "H", "H", "H", "H", "Mg", "O", "H", "Na", "F", "C", "Cl", "Cl", "H", "H", "N", "C", "C", "C", "C", "H", "H", "H", "H", "H", "C", "C", "O", "H", "H", "H", "H", "H", "H", "Li", "Br", "F"], "positions_angstrom": [[3.695, -1.199, 0.931], [2.725, 0.419, 0.474], [2.478, 1.313, 1.857], [1.005, 2.051, 1.897], [-0.109, 1.500, 3.298], [-0.558, -0.314, 3.187], [0.602, -1.447, 3.794], [-1.840, -0.905, 2.648], [-2.981, 0.086, 2.604], [-2.889, 0.821, 1.105], [-3.410, -0.136, 0.115], [-2.978, -1.515, 0.390], [-1.649, -1.649, 1.345], [4.259, -0.557, 2.109], [4.875, -0.784, 0.215], [3.151, -1.797, -0.279], [2.508, -1.627, 1.630], [4.325, -2.454, 1.341], [3.371, 1.068, -0.292], [1.681, 0.212, -0.011], [3.312, 2.167, 1.819], [2.622, 0.691, 2.840], [1.227, 3.209, 2.083], [0.478, 2.017, 0.830], [-2.924, 0.878, 3.474], [-4.038, -0.452, 2.740], [-3.491, 1.824, 1.186], [-1.768, 1.110, 0.889], [-2.730, -2.024, -0.642], [-3.868, -2.156, 0.859], [-1.565, -2.804, 1.634], [-0.674, -1.356, 0.749], [-3.338, -0.009, 4.873], [-6.538, -1.243, 4.672], [-7.339, -1.556, 4.293], [2.361, -0.474, -1.852], [-8.139, -0.858, 6.373], [-6.002, 3.365, 0.682], [-6.137, 1.831, 1.551], [-5.017, 4.523, 1.584], [-5.537, 3.183, -0.290], [-7.002, 3.782, 0.540], [6.871, -0.400, -5.316], [6.647, -0.881, -4.052], [6.860, 0.148, -3.162], [7.219, 1.291, -3.916], [7.216, 0.925, -5.243], [6.793, -0.938, -6.169], [6.357, -1.911, -3.895], [6.765, 0.083, -2.086], [7.455, 2.275, -3.532], [7.429, 1.492, -6.139], [-2.363, -1.909, -3.431], [-2.078, -0.698, -4.294], [-0.838, -0.862, -4.966], [-1.565, -2.054, -2.696], [-3.314, -1.795, -2.902], [-2.405, -2.818, -4.040], [-2.016, 0.205, -3.679], [-2.865, -0.553, -5.040], [-0.906, -1.662, -5.516], [-2.339, 2.983, 5.228], [-0.239, 0.070, -0.347], [-0.839, -1.725, 5.953]], "mulliken_charge": [0.2813, 0.5009, -0.6331, -0.4255, -0.1823, 0.0578, 0.0240, 0.1333, -0.1334, 0.9406, -0.3120, -0.1811, -0.5618, -0.0284, -0.2525, -0.3061, -0.2376, 0.0984, 0.3919, -1.0992, 0.2291, 0.3226, 0.3096, 0.2118, -0.1669, 0.1191, -0.2101, -0.5550, 0.0236, 0.1982, 0.3129, 0.2890, 0.8098, -0.4624, 0.2637, 0.8007, -0.5332, -0.2860, -0.0768, -0.1763, 0.2548, 0.3172, 0.0002, -0.6105, -0.2920, -0.4921, -0.4148, 0.1937, 0.4084, 0.4637, 0.3756, 0.3573, -0.7202, -0.3140, -0.5337, 0.1417, 0.2075, 0.4364, 0.2246, 0.2972, 0.2997, 0.5983, -0.8996, -0.7976], "homo_lumo_gap_ev": 2.68, "e_tot_ha": -6127.6962, "charge": -1, "fmax_ev_per_a": 4.46}